## 1
14
Properties=species:S:1:pos:R:3 method="wB97M-V/def2-TZVPD" gap_ev=8.16 homo_energy_ev=-8.54
C -2.207 0.242 0.459
C -1.127 -0.488 -0.300
C 0.247 0.160 -0.316
C 1.357 -0.460 -0.053
C 2.660 0.253 -0.195
H -1.955 -0.078 1.540
H -1.728 1.490 0.298
H -3.301 0.083 0.225
H -1.446 -0.818 -1.292
H -1.036 -1.517 0.092
H 0.362 1.257 -0.542
H 1.419 -1.374 0.475
H 2.595 1.346 -0.578
S 4.159 -0.094 0.189

***

## 2
14
Properties=species:S:1:pos:R:3 method="wB97M-V/def2-TZVPD" smiles="C[C@@H]1C=CSC1" gap_ev=9.14 homo_energy_ev=-8.15
C 0.695 -0.685 1.291
C 0.299 0.432 0.292
C -1.220 0.359 0.129
C -1.596 0.408 -1.108
S -0.241 0.686 -2.268
C 0.850 0.160 -1.025
H -0.003 -1.576 1.040
H 1.920 -1.134 1.286
H 0.446 -0.195 2.261
H 0.523 1.421 0.659
H -1.928 0.451 0.992
H -2.661 0.232 -1.213
H 2.060 0.434 -1.176
H 0.857 -0.992 -1.160

***

Winner for stability: 2

***

## 1
14
Properties=species:S:1:pos:R:3 method="wB97M-V/def2-TZVPD" smiles="CC1=C[C@@]1(C)S" gap_ev=9.42 homo_energy_ev=-8.56
C 1.699 -1.091 -0.073
C 0.427 -0.342 -0.473
C -0.343 0.301 -1.352
C -0.987 0.186 0.014
C -1.037 1.383 0.851
S -2.356 -1.033 0.274
H 2.317 -0.737 -0.878
H 1.662 -2.159 -0.105
H 1.915 -0.659 0.917
H -0.532 0.657 -2.395
H -0.262 2.080 0.633
H -0.990 1.126 1.971
H -1.941 2.053 0.895
H -1.523 -1.889 -0.023

***

## 2
14
Properties=species:S:1:pos:R:3 method="wB97M-V/def2-TZVPD" smiles="C=C(C)CC=S" gap_ev=8.57 homo_energy_ev=-8.69
C -1.498 0.541 -0.605
C -0.433 0.012 -0.094
C -0.399 -1.412 0.387
C 0.897 0.772 -0.104
C 2.187 0.000 0.360
S 3.589 0.491 -0.227
H -1.293 1.508 -1.103
H -2.520 0.352 -0.445
H -0.094 -1.377 1.426
H 0.168 -2.013 -0.149
H -1.361 -1.777 0.344
H 1.123 1.317 -0.980
H 0.785 1.476 0.594
H 2.029 -0.781 1.142

***

Winner for stability: 2

***

## 1
14
Properties=species:S:1:pos:R:3 method="wB97M-V/def2-TZVPD" smiles=C[C@@H]1C[C@H]2S[C@@H]12 gap_ev=9.51 homo_energy_ev=-8.52
C 1.543 0.749 0.018
C 0.114 0.412 0.478
C -0.220 -1.041 0.520
C -1.387 -0.940 -0.565
S -2.604 0.256 0.080
C -0.968 0.769 -0.510
H 2.193 -0.123 0.169
H 2.039 1.573 0.456
H 1.676 0.945 -1.052
H -0.110 0.826 1.461
H 0.678 -1.678 0.232
H -0.530 -1.553 1.435
H -1.420 -1.668 -1.268
H -1.004 1.473 -1.455

***

## 2
14
Properties=species:S:1:pos:R:3 method="wB97M-V/def2-TZVPD" gap_ev="7.94 / 7.94" homo_energy_ev="-8.32 / -8.32"
C 0.262 -1.764 -2.449
C 0.874 -1.335 -1.506
C -0.594 1.124 -0.302
C -0.123 -0.112 1.752
C 0.464 0.696 0.674
S 2.020 -0.836 -0.408
H -0.420 -1.663 -3.236
H -0.952 0.344 -0.962
H -1.391 1.637 0.154
H -0.109 1.763 -1.024
H -0.394 -1.070 1.348
H -1.184 0.181 2.136
H 0.304 -0.215 2.666
H 1.242 1.251 1.156

***

Winner for stability: 1

***

## 1
11
Properties=species:S:1:pos:R:3 method="wB97M-V/def2-TZVPD" smiles="C#C[C@@H]1CSC1=S" gap_ev=8.57 homo_energy_ev=-8.78
C -2.420 0.270 -0.078
C -1.258 -0.040 0.158
C 0.111 -0.517 0.220
C 1.139 0.486 0.853
S 2.052 0.671 -0.706
C 0.746 -0.422 -1.227
S 0.419 -1.237 -2.581
H -3.379 0.802 0.021
H 0.213 -1.550 0.505
H 1.725 0.132 1.678
H 0.654 1.405 1.157

***

## 2
11
Properties=species:S:1:pos:R:3 method="wB97M-V/def2-TZVPD" smiles="S=C1C=CCC1=S" gap_ev=7.25 homo_energy_ev=-8.68
S -2.154 -0.427 0.039
C -0.725 0.297 -0.035
C -0.464 1.788 -0.037
C 0.843 2.014 -0.214
C 1.722 0.808 0.167
C 0.731 -0.280 0.037
S 1.066 -1.741 -0.059
H -1.225 2.519 0.086
H 1.193 2.973 0.047
H 2.213 0.757 1.217
H 2.595 0.689 -0.525

***

Winner for stability: 2

***

## 1
8
Properties=species:S:1:pos:R:3 method="wB97M-V/def2-TZVPD" smiles="O=NNNO" gap_ev=10.40 homo_energy_ev=-9.80
O -2.495 -0.066 0.258
N -1.450 0.409 -0.188
N -0.466 -0.362 0.113
N 0.901 -0.290 -0.335
O 1.392 0.978 0.117
H -0.844 -1.208 0.652
H 0.961 -0.208 -1.409
H 2.002 0.747 0.793

***

## 2
8
Properties=species:S:1:pos:R:3 method="wB97M-V/def2-TZVPD" gap_ev=8.30 homo_energy_ev=-10.11
N 0.086 1.174 -1.148
N 0.945 -0.419 0.832
N -0.247 -0.723 0.783
O -0.918 -0.088 -0.147
O -0.819 -1.505 1.504
H 0.191 0.690 -2.081
H -0.676 1.882 -1.272
H 1.438 -1.013 1.530

***

Winner for stability: 1

***

## 1
113
Properties=species:S:1:pos:R:3 method="wB97M-V/def2-TZVPD" gap_ev=5.62 total_charge=-2 homo_energy_ev=-2.17
Sn 0.023 0.241 -0.236
O -2.868 1.371 -3.539
C -2.752 1.606 -2.218
O -2.040 2.457 -1.758
C -3.610 0.688 -1.396
C -4.806 0.167 -1.858
C -5.474 -0.739 -1.050
C -4.882 -1.150 0.131
C -3.679 -0.559 0.506
N -3.093 0.385 -0.214
C -2.881 -1.048 1.687
O -3.426 -2.140 2.246
O -1.861 -0.533 2.055
H -2.140 1.844 -3.967
H -5.189 0.454 -2.828
H -6.431 -1.146 -1.353
H -5.315 -1.915 0.759
H -2.694 -2.657 2.633
N 4.181 1.523 -1.584
C 2.916 0.967 -1.604
S 1.567 2.089 -1.488
N 2.841 -0.306 -1.799
N 1.549 -0.825 -1.818
C 1.416 -1.839 -2.584
C 0.204 -2.570 -2.895
C 0.334 -3.712 -3.698
C -0.747 -4.483 -4.072
C -2.023 -4.090 -3.645
C -2.190 -2.958 -2.882
C -1.091 -2.145 -2.475
O -1.299 -1.089 -1.776
H 4.199 2.443 -1.176
H 4.903 0.898 -1.244
H 2.318 -2.161 -3.110
H 1.329 -4.005 -4.022
H -0.609 -5.382 -4.660
H -2.886 -4.690 -3.913
H -3.174 -2.660 -2.537
C 5.886 4.014 2.746
C 4.813 3.028 2.340
C 5.116 1.752 1.884
C 4.136 0.828 1.575
C 4.599 -0.498 1.081
O 5.572 -0.574 0.344
C 3.914 -1.743 1.535
C 3.930 -2.859 0.706
C 3.372 -4.054 1.129
C 2.787 -4.139 2.386
C 2.766 -3.024 3.216
C 3.329 -1.831 2.794
C 2.735 1.149 1.631
O 1.882 0.275 1.280
C 2.426 2.504 2.055
C 3.471 3.368 2.405
C 1.050 3.040 2.078
N 0.021 2.344 1.767
C -1.327 2.921 1.749
C -1.988 2.963 3.135
Te -1.244 1.379 4.393
C -2.695 1.988 5.847
C -3.816 1.202 6.110
C -4.841 1.671 6.926
C -4.762 2.938 7.490
C -3.641 3.725 7.250
C -2.616 3.250 6.439
C 0.891 4.491 2.474
C 0.729 4.840 3.812
C 0.539 6.169 4.171
C 0.510 7.158 3.195
C 0.680 6.813 1.860
C 0.873 5.485 1.501
H 6.873 3.551 2.701
H 5.726 4.371 3.767
H 5.892 4.891 2.092
H 6.154 1.447 1.776
H 4.372 -2.767 -0.279
H 3.384 -4.916 0.474
H 2.335 -5.068 2.709
H 2.298 -3.084 4.192
H 3.312 -0.961 3.441
H 3.229 4.369 2.742
H -1.916 2.270 1.106
H -1.330 3.922 1.308
H -3.068 2.838 3.049
H -1.787 3.899 3.651
H -3.892 0.218 5.659
H -5.714 1.052 7.108
H -5.571 3.316 8.105
H -3.566 4.713 7.692
H -1.745 3.871 6.255
H 0.766 4.062 4.565
H 0.420 6.436 5.215
H 0.364 8.195 3.477
H 0.672 7.583 1.096
H 1.027 5.202 0.463
S -0.225 -8.580 -1.356
C 0.006 -7.038 -0.731
S -1.218 -6.178 0.129
C -0.155 -4.738 0.331
N 0.989 -4.958 -0.237
N 1.090 -6.229 -0.797
C 2.353 -6.490 -1.410
C 3.061 -5.401 -1.917
C 4.280 -5.597 -2.544
C 4.826 -6.871 -2.643
C 4.148 -7.942 -2.079
C 2.916 -7.761 -1.460
S -0.653 -3.368 1.182
H 2.646 -4.412 -1.786
H 4.804 -4.744 -2.960
H 5.780 -7.023 -3.134
H 4.578 -8.938 -2.112
H 2.403 -8.597 -1.014

***

## 2
113
Properties=species:S:1:pos:R:3 method="wB97M-V/def2-TZVPD" gap_ev=5.30 total_charge=-2 homo_energy_ev=-2.13
Sn -1.194 1.479 -0.377
O -3.287 -3.054 0.498
C -3.042 -2.013 -0.301
O -1.949 -1.578 -0.530
C -4.293 -1.442 -0.913
C -5.523 -2.087 -0.833
C -6.628 -1.442 -1.363
C -6.478 -0.182 -1.908
C -5.201 0.385 -1.964
N -4.136 -0.266 -1.498
C -4.903 1.732 -2.515
O -5.946 2.469 -2.969
O -3.801 2.204 -2.568
H -2.515 -3.208 1.091
H -5.606 -3.055 -0.363
H -7.597 -1.923 -1.361
H -7.352 0.338 -2.282
H -6.781 2.063 -2.715
N 1.901 5.100 0.980
C 0.888 4.159 0.857
S 0.468 3.700 -0.755
N 0.352 3.765 1.956
N -0.743 2.953 1.898
C -1.345 2.886 3.033
C -2.576 2.219 3.365
C -3.066 2.409 4.666
C -4.256 1.864 5.095
C -4.991 1.076 4.202
C -4.548 0.879 2.919
C -3.332 1.445 2.435
O -2.978 1.264 1.221
H 2.560 5.069 0.218
H 2.315 5.118 1.901
H -0.901 3.465 3.848
H -2.480 3.022 5.345
H -4.618 2.040 6.101
H -5.913 0.609 4.532
H -5.106 0.266 2.220
C 5.266 -2.146 -2.922
C 4.070 -1.435 -2.335
C 4.060 -0.999 -1.016
C 2.964 -0.356 -0.468
C 3.050 0.215 0.897
O 2.512 1.251 1.228
C 3.911 -0.508 1.898
C 3.962 -1.897 1.993
C 4.736 -2.499 2.974
C 5.474 -1.726 3.856
C 5.418 -0.343 3.774
C 4.627 0.259 2.813
C 1.762 -0.143 -1.239
O 0.767 0.398 -0.700
C 1.773 -0.626 -2.608
C 2.935 -1.225 -3.100
C 0.581 -0.632 -3.472
N -0.536 -0.059 -3.214
C -1.701 -0.370 -4.033
C -2.007 0.652 -5.127
Te -1.752 2.674 -4.417
C 0.157 2.805 -5.386
C 0.271 2.903 -6.771
C 1.519 2.989 -7.373
C 2.669 2.969 -6.595
C 2.564 2.861 -5.215
C 1.315 2.788 -4.614
C 0.715 -1.435 -4.741
C 0.430 -2.795 -4.789
C 0.502 -3.483 -5.991
C 0.867 -2.822 -7.156
C 1.158 -1.465 -7.112
C 1.075 -0.773 -5.913
H 6.119 -2.095 -2.244
H 5.559 -1.700 -3.876
H 5.040 -3.200 -3.105
H 4.956 -1.122 -0.416
H 3.373 -2.504 1.318
H 4.743 -3.577 3.071
H 6.072 -2.201 4.622
H 5.977 0.266 4.475
H 4.545 1.337 2.751
H 2.961 -1.547 -4.136
H -2.544 -0.387 -3.341
H -1.625 -1.366 -4.495
H -3.036 0.535 -5.471
H -1.342 0.520 -5.980
H -0.627 2.923 -7.378
H 1.590 3.087 -8.450
H 3.642 3.035 -7.067
H 3.458 2.836 -4.602
H 1.223 2.719 -3.536
H 0.149 -3.312 -3.879
H 0.268 -4.541 -6.019
H 0.921 -3.364 -8.093
H 1.444 -0.941 -8.016
H 1.300 0.286 -5.879
S 3.214 -2.306 6.359
C 1.737 -2.179 5.601
S 1.453 -2.507 3.915
C -0.309 -2.059 4.126
N -0.535 -1.698 5.346
N 0.569 -1.778 6.159
C 0.357 -1.376 7.500
C -0.506 -0.306 7.727
C -0.747 0.125 9.020
C -0.146 -0.514 10.095
C 0.689 -1.597 9.866
C 0.940 -2.036 8.576
S -1.421 -2.185 2.893
H -0.971 0.170 6.875
H -1.403 0.970 9.187
H -0.334 -0.175 11.107
H 1.149 -2.114 10.700
H 1.586 -2.881 8.403

***

Winner for stability: 1